{"formula": "C39H52F7N2O23P2S", "method": "ωB97M-V/def2-TZVPD", "homo_ev": -11.6577, "total_charge": 1, "molar_mass_g_mol": 1143.8, "lumo_ev": -4.04, "species": ["C", "C", "C", "C", "C", "C", "C", "C", "C", "C", "C", "P", "O", "O", "O", "C", "P", "N", "O", "O", "N", "C", "F", "C", "C", "C", "C", "O", "C", "C", "C", "C", "C", "C", "C", "S", "O", "O", "F", "H", "H", "H", "H", "H", "H", "H", "H", "H", "H", "H", "H", "H", "H", "H", "H", "H", "H", "H", "H", "H", "H", "H", "H", "H", "H", "H", "H", "H", "H", "H", "H", "H", "H", "H", "H", "H", "C", "C", "O", "C", "O", "O", "F", "H", "H", "H", "C", "C", "O", "C", "O", "O", "F", "H", "H", "H", "C", "C", "O", "C", "O", "O", "F", "H", "H", "H", "C", "C", "O", "C", "O", "O", "F", "H", "H", "H", "C", "C", "O", "C", "O", "O", "F", "H", "H", "H"], "xyz": [[5.238034, -4.190236, 4.691041], [6.538009, -3.793887, 3.981702], [6.412576, -3.500631, 2.466774], [4.989490, -3.222169, 1.960201], [4.977081, -2.862236, 0.460068], [3.676752, -3.314701, -0.267722], [3.057990, -2.146876, -1.042304], [1.678190, -2.434686, -1.641386], [0.566134, -2.708438, -0.573149], [-0.317285, -1.530403, -0.279238], [-0.442735, -0.922973, 1.006008], [0.576815, -1.681462, 2.371500], [0.565454, -1.108743, 3.711235], [2.040546, -1.602461, 1.750261], [0.144487, -3.215949, 2.373399], [-1.304715, 0.166099, 1.158433], [-1.586354, 0.704599, 2.913675], [-2.127973, -0.570318, 3.596369], [-2.610314, 1.935633, 3.126608], [-0.163526, 1.281424, 3.295468], [-1.925523, 0.711814, 0.074092], [-2.744744, 1.934778, 0.255514], [-3.812572, 1.631652, 1.046223], [-1.887482, 3.133986, 0.678681], [-1.202855, 3.710445, -0.580574], [-1.840376, 0.153813, -1.154790], [-2.561277, 0.852844, -2.309121], [-3.960530, 0.912301, -2.173095], [-4.660900, -0.289923, -2.103098], [-4.708368, -1.068381, -0.960300], [-5.467312, -2.229493, -0.955638], [-6.175671, -2.629717, -2.077301], [-6.138857, -1.831621, -3.218972], [-5.388539, -0.670515, -3.221181], [-1.090712, -0.990418, -1.343949], [-1.087677, -1.751941, -2.979581], [-0.362242, -0.894160, -3.844786], [-0.833630, -3.139579, -2.926317], [-2.586465, -1.643106, -3.390658], [5.413656, -4.495380, 5.721110], [4.506320, -3.380190, 4.694541], [4.760396, -5.019541, 4.159342], [7.241140, -4.605788, 4.127485], [6.921739, -2.894842, 4.467284], [6.823202, -4.315535, 1.866410], [7.003812, -2.609847, 2.240771], [4.387607, -4.126702, 2.089721], [4.582161, -2.391198, 2.541981], [5.046541, -1.776205, 0.364599], [5.861631, -3.276267, -0.023985], [3.980889, -4.054030, -1.010551], [2.994205, -3.760441, 0.457179], [3.041497, -1.221291, -0.465051], [3.726843, -1.940905, -1.883235], [1.753252, -3.336792, -2.247045], [1.417624, -1.583373, -2.266641], [1.064335, -3.115535, 0.290809], [-0.105260, -3.497778, -0.909854], [2.510721, -2.430460, 1.953221], [-0.740584, -3.283793, 2.767815], [-3.023269, -0.409351, 4.043386], [-2.318947, 2.458222, 3.886630], [-0.040257, 1.230234, 4.257130], [-3.192224, 2.229022, -0.683231], [-2.524495, 3.895090, 1.121425], [-1.074948, 2.847555, 1.342008], [-0.403710, 3.009920, -0.851688], [-1.875689, 3.793288, -1.433324], [-0.703894, 4.653510, -0.381736], [-2.199637, 0.531507, -3.279154], [-2.236045, 1.892016, -2.241720], [-4.176562, -0.771900, -0.063435], [-5.525643, -2.836860, -0.062492], [-6.757587, -3.541131, -2.080773], [-6.677284, -2.112856, -4.113938], [-5.365953, -0.051540, -4.110410], [7.556847, -8.995546, 3.648628], [6.714777, -7.786992, 3.989488], [7.369590, -6.750659, 3.280020], [7.973371, -7.322947, 2.193103], [8.379678, -6.720963, 1.259993], [8.023826, -8.667907, 2.336622], [6.740018, -7.504255, 5.313790], [8.404705, -9.092372, 4.327885], [6.994306, -9.925047, 3.635547], [5.675933, -7.849803, 3.659645], [-2.975542, 6.674258, -3.395245], [-2.621900, 8.039942, -2.851408], [-1.557137, 7.738409, -1.955426], [-0.944991, 6.622655, -2.415008], [0.123818, 6.242373, -2.058498], [-1.710555, 5.996982, -3.338724], [-3.641287, 8.594319, -2.164602], [-3.691592, 6.163347, -2.749457], [-3.356410, 6.699157, -4.411965], [-2.273214, 8.751023, -3.601304], [-3.037222, -6.981746, 0.503051], [-4.393404, -6.405692, 0.162976], [-4.277173, -5.068526, 0.637252], [-2.966593, -4.730893, 0.580965], [-2.549715, -3.618817, 0.663721], [-2.195717, -5.822375, 0.410501], [-5.394386, -7.024515, 0.821518], [-3.013214, -7.368133, 1.522334], [-2.708259, -7.753756, -0.186269], [-4.625215, -6.386348, -0.903264], [2.921692, 4.773427, -1.594999], [4.202791, 5.350790, -1.038407], [4.735078, 4.256068, -0.310142], [4.283869, 3.111684, -0.896036], [4.718104, 2.028968, -0.694941], [3.260624, 3.388712, -1.741984], [3.973132, 6.379627, -0.189914], [2.097497, 4.872646, -0.889016], [2.626326, 5.203655, -2.546970], [4.925135, 5.666833, -1.792666], [-6.747175, 10.789906, -2.101340], [-6.535489, 12.272466, -2.310101], [-5.199021, 12.321930, -2.779320], [-4.938916, 11.142457, -3.401467], [-4.013950, 10.941525, -4.115622], [-5.889559, 10.224145, -3.098681], [-6.630437, 12.968526, -1.154855], [-6.411891, 10.476298, -1.111749], [-7.776018, 10.474902, -2.252824], [-7.193641, 12.725066, -3.053514]], "forces_ev_per_angstrom": [[-0.1192, -0.0799, -0.4846], [-0.4051, 0.2284, 0.0209], [-0.3077, 0.1849, 0.1004], [0.5859, -0.1587, -0.4167], [-0.5072, 0.1574, 0.3474], [0.9654, 0.7994, -0.2566], [-0.1426, -0.0675, -0.2503], [0.0194, -0.1359, 0.5758], [0.3728, -0.0129, -0.1707], [-0.0191, 0.0095, -0.0257], [0.0664, -0.1593, -0.6924], [0.5223, 0.2357, 1.1469], [-0.1921, 0.1008, -0.1464], [-0.7748, -0.8061, -0.1720], [0.0318, 0.3265, -0.4841], [0.7538, 0.3222, 0.0037], [-1.3381, -0.7162, 1.5692], [0.0106, 0.2204, -0.5014], [0.6977, -0.0914, -0.2193], [-0.5299, 0.7637, -0.3894], [0.0005, -0.2488, 0.3329], [-0.2114, 1.3671, -0.2358], [0.1652, -0.3342, 0.1101], [0.2779, 0.0421, -0.7205], [0.3407, -0.8726, 0.3880], [-0.2513, -0.4556, -0.8704], [0.3020, 0.8277, 0.4653], [0.0968, -0.1534, 0.1781], [-0.4793, -0.3960, -0.3952], [0.2633, 0.2806, 0.2160], [-0.1960, -0.3676, 0.0644], [0.0714, 0.2950, -0.3216], [0.0867, -0.1621, 0.2173], [0.0129, 0.2535, -0.3035], [-0.1714, -0.0487, 0.6430], [0.5985, -0.1409, -0.3563], [-0.1995, 0.1474, -0.0166], [-0.1683, -0.0582, 0.1438], [-0.0563, 0.0054, 0.2263], [0.0550, 0.0015, 0.0029], [0.0525, 0.0512, 0.0844], [0.0244, -0.1141, 0.1765], [0.2774, 0.1739, 0.0542], [0.1451, -0.1117, 0.1005], [0.0515, -0.0516, 0.0941], [0.1431, -0.1079, -0.0872], [-0.1285, 0.1030, 0.2340], [-0.2834, -0.1103, 0.0602], [0.1952, -0.0001, -0.0193], [-0.0526, -0.0947, -0.0326], [-0.4197, -0.3706, 0.1782], [-0.1111, -0.2033, -0.1395], [-0.0291, -0.1110, 0.1891], [-0.0208, 0.0610, 0.0059], [-0.1077, 0.1335, -0.2407], [-0.0451, -0.1242, -0.2359], [-0.2523, 0.1552, 0.1862], [0.0325, 0.0270, -0.0691], [0.4235, 0.2553, -0.0767], [0.0385, -0.1578, 0.0529], [-0.0070, -0.1766, 0.0648], [-0.0083, 0.1989, -0.1221], [0.4474, -0.3781, -0.0866], [0.0565, -0.4131, -0.0796], [-0.1027, -0.2013, 0.2691], [-0.2253, 0.1657, 0.3775], [-0.0082, 0.1345, -0.2977], [-0.0425, 0.3119, 0.0345], [-0.1807, 0.0989, 0.0296], [-0.2204, -0.3163, 0.0309], [0.0697, -0.0168, -0.2227], [-0.0837, -0.0272, 0.0029], [0.1364, 0.0793, 0.0611], [-0.0118, -0.0007, 0.1147], [-0.0515, -0.0198, 0.0388], [0.0753, 0.0534, 0.0673], [-0.0259, -0.2433, -0.0276], [0.2306, 0.1316, 0.1958], [-0.2486, -0.3767, -0.2439], [0.1650, 0.0778, -0.0809], [0.0057, 0.0237, 0.0413], [-0.0810, 0.0625, 0.1098], [-0.0042, 0.0446, -0.0399], [-0.0371, 0.1082, 0.0664], [0.0169, 0.0113, -0.1845], [-0.0407, 0.0281, 0.1132], [-0.0991, -0.0881, -0.1978], [-0.1040, 0.1062, 0.0225], [0.0882, -0.0023, -0.2723], [0.1421, 0.0202, 0.0492], [-0.0794, -0.0640, 0.0178], [-0.0915, 0.0875, 0.0866], [0.0387, -0.0941, 0.2011], [-0.0093, 0.1006, 0.0750], [0.1813, -0.0568, -0.0536], [-0.0795, 0.0869, 0.0510], [0.1311, -0.1944, -0.0684], [-0.1007, -0.0727, 0.2129], [0.1165, 0.0381, -0.2991], [0.0618, -0.0073, 0.0572], [0.0309, 0.1441, 0.0719], [-0.0972, -0.0086, -0.0011], [0.0173, 0.0757, 0.0316], [-0.1220, 0.0334, 0.0197], [0.1261, 0.1460, -0.0787], [-0.0846, -0.0271, 0.0194], [-0.1393, 0.0353, -0.2214], [-0.1073, -0.0096, 0.2484], [0.1159, -0.0555, -0.3254], [-0.0697, -0.0325, 0.1122], [-0.0442, -0.0403, 0.0593], [0.0437, 0.0742, 0.0407], [0.0226, -0.0646, 0.0268], [0.0724, 0.1239, 0.0732], [0.0239, -0.1538, -0.0577], [0.0135, 0.0973, 0.0549], [-0.1934, -0.1935, 0.0004], [0.1309, 0.0312, 0.2112], [-0.1799, -0.0514, -0.2591], [0.1401, -0.1262, 0.0072], [0.0496, -0.0679, 0.0725], [-0.0654, 0.2039, 0.0279], [0.0615, -0.0098, -0.0269], [0.0363, 0.1346, 0.0348], [0.0640, -0.0684, -0.1678], [-0.0266, 0.0827, 0.0731]], "lowdin_charge": [-0.12, -0.24, -0.19, -0.23, -0.18, -0.19, -0.21, -0.15, -0.14, -0.09, -0.08, 0.48, -0.26, -0.09, -0.10, -0.11, 0.53, -0.11, -0.14, -0.13, 0.10, -0.29, 0.06, -0.14, -0.06, -0.09, -0.11, -0.04, -0.27, -0.01, -0.06, -0.07, -0.06, -0.02, -0.08, 0.68, -0.21, -0.20, -0.11, 0.07, 0.06, 0.06, 0.08, 0.10, 0.10, 0.11, 0.10, 0.11, 0.11, 0.11, 0.12, 0.09, 0.10, 0.13, 0.12, 0.09, 0.07, 0.12, 0.07, 0.10, 0.02, 0.11, 0.11, 0.13, 0.13, 0.09, 0.09, 0.07, 0.07, 0.12, 0.12, 0.11, 0.10, 0.11, 0.11, 0.13, -0.05, -0.32, 0.10, -0.54, 0.19, 0.08, 0.08, 0.15, 0.14, 0.17, -0.04, -0.30, 0.15, -0.56, 0.15, 0.07, 0.09, 0.14, 0.14, 0.17, -0.03, -0.30, 0.13, -0.55, 0.16, 0.08, 0.09, 0.15, 0.14, 0.18, -0.06, -0.31, 0.14, -0.55, 0.18, 0.06, 0.08, 0.13, 0.13, 0.18, -0.05, -0.31, 0.14, -0.56, 0.17, 0.06, 0.08, 0.15, 0.14, 0.18]}